No. 1
Entry from the Open Molecules 2025 dataset: C16H46CdN4O6Zn as an isolated structure at a distorted geometry (ωB97M-V/def2-TZVPD).

Cartesian coordinates (Å):
Cd -3.645 -1.910 15.309
Zn -6.275 -3.048 13.167
O -4.784 -3.359 14.447
H -4.063 -4.007 14.323
O -2.128 -2.173 14.052
H -1.152 -2.156 14.010
C -6.386 -6.564 10.572
C -6.468 -5.062 10.975
C -7.933 -4.507 10.947
O -7.856 -3.288 11.754
C -9.193 -2.855 12.165
N -5.704 -5.014 12.226
H -6.516 -7.270 11.392
H -5.396 -6.904 10.267
H -7.101 -6.804 9.785
H -6.022 -4.460 10.183
H -8.697 -5.190 11.319
H -8.251 -4.290 9.928
H -9.578 -3.241 13.109
H -10.013 -3.118 11.497
H -9.214 -1.772 12.282
H -5.954 -5.819 12.783
H -4.729 -5.230 12.074
C -2.471 -0.968 7.021
C -2.861 -1.300 8.491
C -2.352 -2.715 8.919
O -2.623 -2.871 10.269
C -2.056 -3.922 10.981
N -2.206 -0.260 9.344
H -2.631 0.099 6.863
H -3.099 -1.506 6.310
H -1.428 -1.152 6.765
H -3.950 -1.333 8.546
H -1.318 -3.021 8.758
H -3.027 -3.365 8.363
H -2.202 -3.808 12.056
H -0.993 -3.899 10.742
H -2.526 -4.878 10.750
H -1.224 -0.398 9.153
H -2.299 0.672 8.966
C -6.470 -6.328 15.288
C -7.713 -5.844 14.535
C -8.999 -6.386 15.103
O -10.053 -5.791 14.317
C -11.343 -5.950 14.726
N -7.546 -4.402 14.544
H -5.504 -6.089 14.843
H -6.457 -7.415 15.372
H -6.505 -5.963 16.314
H -7.789 -6.205 13.509
H -8.986 -6.287 16.188
H -8.895 -7.469 15.027
H -11.907 -5.459 13.933
H -11.486 -5.449 15.683
H -11.619 -6.995 14.866
H -8.524 -4.202 14.692
H -7.111 -4.223 15.438
C -1.700 -3.325 18.967
C -2.402 -2.395 17.915
C -1.611 -1.169 17.426
O -2.270 -0.516 16.369
C -1.999 0.948 16.235
N -2.793 -3.280 16.815
H -0.860 -3.818 18.478
H -2.338 -4.107 19.379
H -1.375 -2.760 19.841
H -3.284 -1.922 18.349
H -0.565 -1.235 17.127
H -1.538 -0.391 18.185
H -1.997 1.527 17.159
H -2.737 1.281 15.505
H -0.982 1.074 15.865
H -3.393 -4.016 17.159
H -1.978 -3.661 16.356

Summary:
E_HOMO (eV): -12.68
Relative energy (zero: lowest compared OMol25 entry of this formula, charge and spin) (eV): 2.227
Total energy (eV): -88547.6160
M (g mol⁻¹): 568.37
Net charge: +2

No. 2
Entry from the Open Molecules 2025 dataset: a 7-piece molecular cluster, C16H46O9 overall at a distorted geometry (ωB97M-V/def2-TZVPD).

Cartesian coordinates (Å):
O -0.141 -0.355 -0.554
H -0.887 -0.793 -0.966
H -0.171 -0.638 0.360
C 1.531 2.456 -2.477
C 2.639 3.146 -1.695
O 3.615 2.255 -1.218
O 0.448 2.109 -1.677
H 1.928 1.633 -3.072
H 1.136 3.191 -3.178
H 2.215 3.771 -0.909
H 3.247 3.790 -2.332
H 3.272 1.591 -0.615
H 0.318 1.181 -1.471
C 0.095 -3.248 -1.828
C 0.636 -4.127 -2.999
O 0.967 -3.412 -4.219
O -1.262 -2.820 -1.988
H 0.734 -2.369 -1.745
H 0.156 -3.778 -0.877
H -0.154 -4.871 -3.106
H 1.550 -4.656 -2.730
H 0.119 -3.071 -4.513
H -1.868 -3.434 -1.567
C 2.762 -0.733 2.488
C 2.195 0.513 1.803
C 2.889 1.807 2.358
O 2.614 0.490 0.462
H 3.816 -0.921 2.283
H 2.179 -1.592 2.155
H 2.739 -0.608 3.571
H 1.111 0.599 1.869
H 2.633 1.881 3.415
H 2.489 2.702 1.882
H 3.969 1.817 2.213
H 2.096 -0.188 0.022
C -0.166 0.089 -4.419
C -1.594 0.314 -3.951
C -2.392 1.285 -4.826
O -2.143 -0.980 -4.118
H 0.397 -0.476 -3.676
H 0.308 1.065 -4.522
H -0.103 -0.488 -5.342
H -1.643 0.647 -2.914
H -3.391 1.173 -4.406
H -2.382 0.918 -5.853
H -2.126 2.341 -4.842
H -1.949 -1.476 -3.318
C -1.084 -2.043 4.093
C -0.927 -2.193 2.617
C -1.750 -3.313 2.030
O -0.997 -0.963 1.956
H -0.601 -2.851 4.642
H -2.131 -2.066 4.396
H -0.659 -1.097 4.428
H 0.122 -2.465 2.502
H -1.311 -3.665 1.096
H -2.763 -2.993 1.788
H -1.879 -4.150 2.715
H -1.904 -0.675 1.833
C -2.360 2.033 4.146
C -1.075 2.529 3.457
C -1.203 2.696 1.940
O -0.616 3.763 3.920
H -2.548 1.006 3.831
H -3.228 2.644 3.899
H -2.286 1.931 5.229
H -0.341 1.763 3.708
H -1.946 3.450 1.678
H -1.468 1.684 1.634
H -0.161 2.825 1.646
H -1.314 4.419 3.857

Summary:
E_HOMO (eV): -8.79
Relative energy (zero: lowest compared OMol25 entry of this formula, charge and spin) (eV): 0.000
Total energy (eV): -35763.7482
M (g mol⁻¹): 382.53
SMILES string: CC(C)O.CC(C)O.CC(C)O.CC(C)O.OCCO.OCCO.O

No. 3
Entry from the Open Molecules 2025 dataset: C16H48AsF6N5O4 as an isolated structure at a distorted geometry (ωB97M-V/def2-TZVPD).

Cartesian coordinates (Å):
N 0.229 0.207 -0.279
H 0.743 -0.558 0.203
H -0.278 -0.123 -1.123
H 1.003 0.851 -0.550
H -0.335 0.663 0.499
As 3.467 1.478 2.211
F 1.827 1.741 1.589
F 4.173 2.325 0.877
F 5.012 1.111 2.926
F 2.716 0.607 3.565
F 3.571 -0.065 1.351
F 3.348 2.981 3.115
C -0.273 3.131 -2.543
C 1.239 2.920 -2.640
C 1.956 4.194 -3.076
O 3.310 3.971 -3.338
C 4.120 5.116 -3.253
N 1.774 2.442 -1.347
H -0.645 3.805 -1.764
H -0.846 2.224 -2.344
H -0.651 3.568 -3.471
H 1.422 2.208 -3.448
H 1.866 5.005 -2.342
H 1.427 4.491 -3.998
H 4.057 5.635 -2.292
H 3.810 5.812 -4.042
H 5.164 4.866 -3.423
H 2.796 2.509 -1.395
H 1.635 3.217 -0.692
C 0.957 -3.444 0.185
C 0.638 -2.985 1.606
C 1.349 -3.993 2.552
O 0.789 -5.279 2.295
C 1.335 -6.210 3.207
N 1.186 -1.632 1.762
H 2.028 -3.387 -0.026
H 0.523 -2.809 -0.593
H 0.623 -4.460 -0.018
H -0.421 -3.051 1.851
H 1.100 -3.738 3.590
H 2.429 -3.946 2.394
H 1.318 -7.249 2.872
H 0.845 -6.151 4.185
H 2.409 -6.050 3.363
H 2.195 -1.731 1.655
H 1.103 -1.233 2.695
C -2.272 -2.413 -1.744
C -2.064 -1.525 -2.965
C -3.232 -0.602 -3.283
O -2.820 0.370 -4.221
C -3.823 1.156 -4.779
N -0.804 -0.768 -2.836
H -1.735 -3.353 -1.873
H -3.324 -2.718 -1.701
H -2.025 -1.991 -0.771
H -1.894 -2.173 -3.834
H -3.541 -0.103 -2.357
H -4.073 -1.177 -3.676
H -4.225 0.734 -5.706
H -3.394 2.120 -5.073
H -4.643 1.464 -4.120
H -0.802 -0.099 -3.608
H -0.001 -1.362 -3.022
C -3.398 0.627 1.492
C -2.402 0.989 2.605
C -2.180 -0.241 3.471
O -1.218 0.120 4.450
C -0.789 -0.974 5.205
N -1.155 1.370 1.917
H -4.342 0.190 1.824
H -2.957 -0.169 0.877
H -3.553 1.434 0.774
H -2.839 1.871 3.082
H -1.760 -1.043 2.852
H -3.117 -0.595 3.907
H -0.215 -1.698 4.605
H -1.576 -1.610 5.637
H -0.177 -0.598 6.021
H -0.447 1.433 2.655
H -1.246 2.348 1.643

Summary:
E_HOMO (eV): -9.63
Relative energy (zero: lowest compared OMol25 entry of this formula, charge and spin) (eV): 0.000
Total energy (eV): -110157.2332
M (g mol⁻¹): 563.50